[1]
Molecular formula: C4H8O3
Method: DFT, ωB97M-V/def2-TZVPD

Output
Frontier orbital gap ... 9.20 eV
HOMO ... -9.0 eV
Energy relative to the best compared isomer or geometry (same formula, charge and spin) ... 334.6 kJ/mol
Calculated total energy ... -10417.535 eV

Each line ends with the Mulliken charge.
Positions of all 15 atoms, in Å:
C  1.20  -1.28  0.12  0.2164
C  0.24  -1.78  -1.00  -1.0792
C  -1.12  2.46  0.47  -1.0670
C  0.22  1.87  -0.07  0.5919
O  0.97  -1.51  1.38  -0.3854
O  0.92  2.37  -0.89  -0.5873
O  0.35  0.57  0.31  -0.5936
H  0.45  -2.78  -1.08  0.4284
H  -0.77  -1.39  -0.90  0.3022
H  0.51  -1.52  -2.03  0.3313
H  -1.89  1.79  0.41  0.3382
H  -0.88  2.62  1.45  0.3167
H  -1.30  3.29  -0.13  0.3152
H  -0.03  -1.49  1.49  0.4048
H  2.16  -1.12  -0.12  0.4673


[2]
Molecular formula: C8H19ClSi
Method: DFT, ωB97M-V/def2-TZVPD

Output
Frontier orbital gap (alpha / beta) ... 5.32 / 8.47 eV
HOMO (alpha / beta) ... -4.5 / -10.1 eV
2S+1 ... 3
Calculated total energy ... -29000.562 eV

Each line ends with the Löwdin spin population.
Positions of all 29 atoms, in Å:
C  -0.07  -3.76  -0.92  0.1170
C  2.99  -1.69  -2.16  0.1157
C  -2.39  1.96  1.87  0.0002
C  0.07  2.15  2.22  0.0001
C  -0.99  3.23  0.25  0.0001
C  0.92  -3.02  -1.77  0.7742
C  2.01  -2.44  -1.32  0.7772
C  -1.03  2.00  1.16  0.0009
Si  -0.74  0.39  0.16  0.0041
Cl  -2.00  0.30  -1.42  0.0032
H  -1.06  -3.33  -1.06  0.0284
H  0.20  -3.69  0.13  -0.0007
H  -0.11  -4.80  -1.21  0.0335
H  2.73  -1.76  -3.22  -0.0003
H  3.00  -0.63  -1.88  0.0343
H  4.00  -2.07  -2.02  0.0272
H  -2.46  1.09  2.52  0.0000
H  -2.52  2.86  2.48  0.0000
H  -3.20  1.92  1.15  0.0000
H  0.04  1.32  2.93  0.0000
H  -0.06  3.07  2.77  0.0000
H  1.05  2.17  1.75  0.0000
H  -0.02  3.31  -0.25  0.0000
H  -1.76  3.17  -0.51  0.0000
H  -1.15  4.14  0.82  0.0000
H  -1.00  -0.78  1.01  0.0003
H  0.68  -2.99  -2.83  0.0401
H  2.24  -2.47  -0.26  0.0396
H  0.62  0.36  -0.37  0.0047


[3]
Molecular formula: C41H42P2RuS
Method: DFT, ωB97M-V/def2-TZVPD

Output
Frontier orbital gap (alpha / beta) ... 6.93 / 6.32 eV
HOMO (alpha / beta) ... -12.7 / -13.7 eV
Total charge ... +2
2S+1 ... 5
Energy relative to the best compared isomer or geometry (same formula, charge and spin) ... 0.0 kJ/mol
Calculated total energy ... -75173.864 eV

Each line ends with the Löwdin spin population.
Positions of all 87 atoms, in Å:
Ru  0.17  -0.20  -2.16  1.7454
C  1.32  -1.33  -0.40  0.0376
C  1.82  -1.64  -1.68  0.0122
C  1.51  -2.97  -2.35  0.0101
C  0.24  -2.96  -3.25  0.0291
C  -0.81  -1.96  -2.84  0.0916
C  -1.26  -1.79  -1.51  0.0149
C  -0.85  -2.64  -0.33  0.0010
C  0.50  -2.31  0.37  0.0029
C  -0.51  1.33  -3.26  0.0810
H  1.83  -0.55  0.19  0.0036
H  2.77  -1.18  -2.00  0.0020
H  1.44  -3.74  -1.56  0.0011
H  2.39  -3.24  -2.95  0.0002
H  0.56  -2.73  -4.28  0.0017
H  -0.18  -3.97  -3.29  0.0065
H  -1.53  -1.67  -3.60  0.0140
H  -2.24  -1.31  -1.40  0.0038
H  -0.85  -3.70  -0.65  -0.0013
H  -1.63  -2.58  0.45  0.0011
H  0.33  -1.95  1.39  0.0001
H  1.09  -3.24  0.49  0.0016
H  -0.14  2.27  -2.82  0.0160
H  -1.62  1.37  -3.29  0.0224
H  -0.15  1.30  -4.29  0.0038
P  1.31  -0.16  -8.14  0.2896
P  -1.31  -0.33  -8.18  0.3205
C  0.82  -1.86  -8.49  0.0089
C  -0.55  -1.95  -8.51  0.0022
C  2.48  0.22  -9.51  0.0489
C  3.06  -0.80  -10.30  0.0179
C  4.06  -0.50  -11.23  0.0017
C  4.47  0.82  -11.42  0.0100
C  3.83  1.86  -10.72  -0.0015
C  2.83  1.57  -9.78  0.0123
C  2.30  -0.19  -6.62  0.0456
C  1.66  0.11  -5.42  0.0100
C  2.34  0.11  -4.21  0.0104
C  3.70  -0.23  -4.18  0.0073
C  4.35  -0.56  -5.39  0.0023
C  3.66  -0.53  -6.60  0.0160
C  -2.03  0.04  -9.85  0.0363
C  -1.22  0.37  -10.96  0.0118
C  -1.77  0.52  -12.24  -0.0007
C  -3.15  0.36  -12.43  0.0163
C  -3.98  0.11  -11.33  -0.0004
C  -3.42  -0.04  -10.05  0.0198
C  -2.72  -0.78  -7.10  0.0662
C  -3.54  0.26  -6.62  0.0186
C  -4.67  -0.03  -5.85  -0.0018
C  -4.99  -1.36  -5.55  0.0167
C  -4.16  -2.39  -6.00  0.0018
C  -3.02  -2.11  -6.76  0.0222
H  1.53  -2.67  -8.66  0.0018
H  -1.15  -2.86  -8.67  0.0008
H  2.73  -1.82  -10.17  0.0012
H  4.52  -1.31  -11.80  0.0002
H  5.28  1.05  -12.12  0.0005
H  4.11  2.90  -10.91  -0.0003
H  2.31  2.37  -9.25  0.0020
H  0.60  0.35  -5.46  -0.0002
H  1.81  0.39  -3.27  0.0116
H  4.24  -0.25  -3.23  0.0004
H  5.40  -0.84  -5.37  0.0004
H  4.17  -0.77  -7.53  0.0008
H  -0.14  0.50  -10.83  0.0008
H  -1.13  0.77  -13.10  -0.0003
H  -3.59  0.45  -13.44  0.0008
H  -5.06  0.04  -11.46  -0.0001
H  -4.08  -0.24  -9.21  0.0012
H  -3.30  1.29  -6.87  0.0019
H  -5.30  0.78  -5.49  -0.0004
H  -5.88  -1.59  -4.97  0.0009
H  -4.41  -3.43  -5.76  0.0002
H  -2.39  -2.92  -7.09  0.0013
S  -0.94  0.85  -0.40  0.6049
C  0.01  1.13  1.00  0.0784
C  1.13  1.98  0.99  0.0591
C  1.92  2.09  2.13  -0.0029
C  1.56  1.45  3.32  0.0622
C  0.41  0.63  3.35  -0.0041
C  -0.41  0.55  2.23  0.0586
H  1.35  2.54  0.09  0.0031
H  2.82  2.70  2.12  -0.0010
H  2.13  1.59  4.23  0.0032
H  0.17  0.08  4.25  -0.0009
H  -1.37  0.05  2.28  0.0024


[4]
Molecular formula: C13H23INPPb
Method: DFT, ωB97M-V/def2-TZVPD

Output
Frontier orbital gap (alpha / beta) ... 5.08 / 5.44 eV
HOMO (alpha / beta) ... -15.2 / -15.2 eV
Total charge ... +2
Energy relative to the best compared isomer or geometry (same formula, charge and spin) ... 0.0 kJ/mol
Calculated total energy ... -37962.170 eV

Each line ends with the Mulliken charge.
Positions of all 40 atoms, in Å:
C  0.71  -0.37  -3.61  -0.8311
C  1.62  0.26  -2.77  -0.7387
C  1.55  0.09  -1.37  -0.0872
C  0.57  -0.75  -0.84  0.8421
C  -0.36  -1.38  -1.67  0.8895
C  -0.26  -1.21  -3.05  -0.7517
C  2.56  0.79  -0.48  -1.4593
C  2.12  1.27  0.93  -0.1655
N  1.29  2.41  0.88  0.2473
Pb  0.84  -1.34  1.35  0.4690
C  -1.47  -2.20  -1.08  -1.2388
P  -1.87  -1.59  0.62  0.4786
H  2.41  0.90  -3.18  0.4385
H  -0.97  -1.73  -3.69  0.4887
H  0.75  -0.21  -4.68  0.4185
H  -1.20  -3.26  -0.97  0.4340
H  -2.40  -2.14  -1.66  0.5460
H  3.43  0.12  -0.36  0.3682
H  2.93  1.69  -1.00  0.4402
H  1.59  0.62  1.72  0.0846
C  -3.22  -2.67  1.17  -1.0696
C  -2.72  -0.03  0.19  -1.1265
H  3.05  1.50  1.49  0.5354
C  0.20  2.58  -0.05  -0.6316
C  1.21  3.14  2.11  -0.7845
H  0.01  -2.47  4.25  0.0737
H  -0.10  3.64  0.02  0.4156
H  0.51  2.33  -1.08  0.2976
H  -0.69  1.95  0.20  0.1559
H  0.87  4.16  1.88  0.3287
H  0.51  2.70  2.84  0.3687
H  2.20  3.16  2.58  0.3400
H  -3.67  -0.26  -0.31  0.4296
H  -2.92  0.51  1.12  0.4044
H  -2.11  0.61  -0.47  0.2871
H  -4.03  -2.67  0.43  0.3927
H  -2.84  -3.69  1.31  0.3764
H  -3.59  -2.29  2.13  0.4046
H  0.00  -1.69  4.26  -0.0602
I  3.51  -2.48  0.85  -0.0107


[5]
Molecular formula: C5H10Si
Method: DFT, ωB97M-V/def2-TZVPD

Output
Frontier orbital gap (alpha / beta) ... 8.16 / 7.01 eV
HOMO (alpha / beta) ... -8.0 / -6.9 eV
Energy relative to the best compared isomer or geometry (same formula, charge and spin) ... 305.0 kJ/mol
Calculated total energy ... -13220.677 eV

Each line ends with the Mulliken charge.
Positions of all 16 atoms, in Å:
C  1.22  -1.63  -0.97  0.0814
C  1.49  -0.57  -1.67  -0.8359
C  0.14  -1.79  0.09  -0.6599
C  -0.45  -0.55  0.78  -0.6465
C  -0.60  2.60  0.69  -0.9500
Si  -0.89  0.99  -0.25  0.3002
H  1.75  -2.58  -1.11  0.3110
H  2.20  -0.41  -2.45  0.2793
H  -0.68  -2.35  -0.38  0.2526
H  0.55  -2.43  0.88  0.3134
H  -1.35  -0.89  1.30  0.3828
H  0.25  -0.22  1.55  0.3524
H  -0.08  2.42  1.63  0.2826
H  0.01  3.29  0.12  0.3210
H  -1.53  3.11  0.92  0.2934
H  -2.06  1.02  -1.12  -0.0780


[6]
Molecular formula: C16H14BrMnN5O2S4Se2
Method: DFT, ωB97M-V/def2-TZVPD

Output
Frontier orbital gap (alpha / beta) ... 3.03 / 3.08 eV
HOMO (alpha / beta) ... -0.5 / -0.5 eV
Total charge ... -2
2S+1 ... 6
Energy relative to the best compared isomer or geometry (same formula, charge and spin) ... 61.0 kJ/mol
Calculated total energy ... -303761.397 eV

Each line ends with the Löwdin spin population.
Positions of all 45 atoms, in Å:
Mn  -1.02  -0.46  1.02  4.7405
O  1.12  -6.93  1.24  -0.0003
C  1.35  -5.79  0.89  -0.0001
S  2.24  -5.42  -0.55  0.0010
C  2.13  -3.58  -0.48  0.0009
C  1.44  -3.07  0.65  0.0075
S  1.39  -1.39  1.10  0.0365
S  0.70  -4.26  1.66  0.0036
S  2.99  -2.70  -1.64  -0.0003
C  -0.41  3.60  -2.47  0.0003
N  -0.86  2.93  -1.21  0.0028
C  -2.30  2.68  -1.10  0.0029
C  0.15  2.24  -0.58  0.0081
O  0.11  1.58  0.44  0.0392
H  -0.38  4.66  -2.28  0.0000
H  -1.00  3.31  -3.37  0.0001
H  0.61  3.33  -2.76  0.0001
H  -2.78  3.68  -1.00  0.0003
H  -2.44  2.09  -0.23  0.0041
H  -2.57  2.16  -2.01  0.0001
H  1.14  2.43  -1.09  0.0008
Br  4.01  4.03  5.14  0.0000
C  2.44  3.10  4.74  0.0001
C  2.36  1.69  4.89  0.0000
C  1.21  1.03  4.51  0.0002
C  0.17  1.86  4.08  0.0026
C  0.31  3.22  3.95  0.0004
N  1.49  3.85  4.21  0.0000
H  3.21  1.14  5.21  0.0000
H  1.14  -0.04  4.55  -0.0001
H  -0.77  1.42  3.72  0.0044
H  -0.42  3.86  3.46  0.0001
Se  0.03  0.62  -4.22  0.0017
N  -0.49  -0.95  -5.00  0.0012
C  -0.78  -1.76  -3.91  0.0005
C  -1.30  -3.05  -4.05  0.0001
C  -1.80  -3.64  -2.91  0.0008
C  -1.67  -3.07  -1.66  0.0030
N  -1.19  -1.85  -1.47  0.0262
C  -0.78  -1.18  -2.59  0.0023
N  -0.32  0.14  -2.50  0.0037
H  -1.42  -3.42  -5.07  0.0000
H  -2.34  -4.54  -3.03  0.0001
H  -1.88  -3.64  -0.76  0.0008
Se  -2.85  0.09  2.51  0.1037